# 1
DFT (ωB97M-V/def2-TZVPD) results for one molecule with the formula C3H4N4O.

Atoms and positions in Å:
H: 1.75 1.37 1.73
N: 1.34 0.56 1.30
C: 1.76 0.57 0.06
N: 1.40 -0.35 -0.88
N: 0.31 -1.19 -0.57
C: -0.88 -0.71 -0.06
O: -1.60 -1.30 0.78
C: -1.29 0.76 -0.35
N: -1.79 1.87 -0.38
H: 2.49 1.25 -0.43
H: 1.51 -0.29 -1.86
H: 0.68 -1.95 0.07

Values from the calculation:
2S+1: 1
Energy above the lowest of the compared OMol25 structures with the same formula, charge and spin, eV: 2.690

---

# 2
DFT (ωB97M-V/def2-TZVPD) results for one molecule with the formula C21H21N3O3S.

Atoms and positions in Å:
O: -0.96 -0.57 2.76
C: -0.98 -0.53 1.54
N: -1.77 0.25 0.80
C: -2.72 1.18 1.36
C: -4.11 0.93 0.77
C: -4.16 1.85 -0.45
C: -3.51 3.13 0.08
C: -2.36 2.63 0.96
C: -0.02 -1.43 0.72
C: -0.70 -2.26 -0.33
C: -0.08 -3.05 -1.24
C: -0.99 -3.75 -2.07
C: -2.28 -3.48 -1.76
S: -2.42 -2.37 -0.46
N: 1.06 -0.63 0.14
C: 0.83 0.15 -0.93
O: -0.25 0.20 -1.51
C: 1.93 1.03 -1.39
C: 2.18 1.51 -2.65
C: 3.29 2.36 -2.46
N: 3.64 2.39 -1.21
O: 2.81 1.57 -0.53
C: 2.35 -0.79 0.72
C: 3.42 -1.20 -0.07
C: 4.67 -1.37 0.50
C: 4.85 -1.14 1.86
C: 3.77 -0.75 2.64
C: 2.52 -0.57 2.08
H: -1.64 0.26 -0.20
H: -2.70 1.03 2.44
H: -4.25 -0.12 0.52
H: -4.88 1.22 1.49
H: -5.18 2.02 -0.80
H: -3.57 1.43 -1.26
H: -4.23 3.69 0.68
H: -3.16 3.78 -0.73
H: -1.42 2.63 0.40
H: -2.22 3.27 1.84
H: 0.46 -2.10 1.45
H: 0.99 -3.14 -1.32
H: -0.69 -4.42 -2.86
H: -3.17 -3.86 -2.22
H: 1.65 1.28 -3.55
H: 3.82 2.94 -3.19
H: 3.27 -1.38 -1.12
H: 5.50 -1.68 -0.11
H: 5.82 -1.27 2.30
H: 3.91 -0.58 3.70
H: 1.68 -0.27 2.69

Values from the calculation:
2S+1: 1
Energy above the lowest of the compared OMol25 structures with the same formula, charge and spin, eV: 3.201

---

# 3
DFT (ωB97M-V/def2-TZVPD) results for one molecule with the formula C25H39N3O3.

Atoms and positions in Å:
C: 2.19 -1.76 2.75
C: 2.99 -1.59 1.46
C: 3.67 -2.89 1.01
C: 4.64 -3.41 2.07
C: 4.43 -2.65 -0.30
C: 3.50 -2.14 -1.40
C: 2.82 -0.85 -0.96
C: 2.06 -1.03 0.36
N: 0.89 -1.86 0.17
C: -0.36 -1.45 0.46
O: -0.60 -0.34 0.90
C: -1.42 -2.49 0.12
C: -1.69 -2.42 -1.39
C: -2.23 -1.05 -1.79
C: -3.18 -0.48 -0.73
C: -4.20 0.50 -1.34
N: -3.56 1.76 -1.65
C: -3.39 2.63 -0.63
C: -2.47 3.63 -0.28
N: -1.31 4.11 -0.77
C: -0.51 3.34 -1.70
C: 0.45 2.42 -0.94
C: 1.33 3.26 -0.03
C: 0.47 4.11 0.90
C: -0.51 4.96 0.09
C: -3.28 4.04 0.89
O: -3.19 4.92 1.71
C: -4.22 2.90 0.55
O: -5.19 2.38 1.05
C: -3.82 -1.61 0.06
C: -2.73 -2.28 0.90
H: 2.86 -1.89 3.60
H: 1.58 -0.89 2.93
H: 1.54 -2.63 2.69
H: 3.77 -0.84 1.63
H: 2.91 -3.65 0.84
H: 4.11 -3.72 2.96
H: 5.36 -2.65 2.34
H: 5.18 -4.27 1.68
H: 4.90 -3.58 -0.62
H: 5.22 -1.91 -0.13
H: 4.07 -1.96 -2.32
H: 2.75 -2.90 -1.63
H: 3.57 -0.07 -0.83
H: 2.12 -0.52 -1.73
H: 1.67 -0.06 0.69
H: 1.04 -2.79 -0.17
H: -1.01 -3.48 0.36
H: -0.78 -2.63 -1.95
H: -2.42 -3.20 -1.65
H: -1.39 -0.36 -1.94
H: -2.75 -1.14 -2.75
H: -2.59 0.10 -0.01
H: -4.64 0.09 -2.26
H: -5.00 0.70 -0.63
H: -2.82 1.69 -2.33
H: -1.16 2.78 -2.37
H: 0.07 4.05 -2.30
H: 1.06 1.86 -1.66
H: -0.12 1.70 -0.35
H: 1.99 2.61 0.56
H: 1.97 3.91 -0.63
H: 1.09 4.75 1.52
H: -0.10 3.45 1.56
H: -1.17 5.52 0.75
H: 0.04 5.66 -0.55
H: -4.59 -1.22 0.72
H: -4.29 -2.33 -0.61
H: -2.51 -1.63 1.76
H: -3.09 -3.23 1.29

Values from the calculation:
2S+1: 1
Energy above the lowest of the compared OMol25 structures with the same formula, charge and spin, eV: 0.204

---

# 4
DFT (ωB97M-V/def2-TZVPD) results for C2H4N2O4Sn as an isolated structure.

Atoms and positions in Å:
Sn: -2.14 -1.96 1.07
C: 1.19 -2.88 1.86
O: 1.87 -3.89 1.87
O: 0.20 -2.77 2.63
O: 1.12 -2.21 0.83
C: -0.42 1.26 -0.86
O: -0.85 0.21 -0.51
N: -1.22 2.23 -1.22
N: 0.82 1.60 -0.92
H: -0.91 3.20 -1.23
H: -2.20 1.98 -1.21
H: 1.03 2.36 -1.54
H: 1.51 0.88 -0.77

Values from the calculation:
2S+1: 1
Energy above the lowest of the compared OMol25 structures with the same formula, charge and spin, eV: 2.287

---

# 5
DFT (ωB97M-V/def2-TZVPD) results for C26H38Hg2NO15S as an isolated structure.

Atoms and positions in Å:
Hg: 9.19 -20.01 32.03
Hg: 7.21 -18.88 34.51
C: 4.52 -20.45 32.21
C: 5.87 -20.77 31.83
O: 6.88 -20.07 32.38
H: 3.83 -21.15 31.74
H: 4.38 -19.44 31.82
H: 4.34 -20.69 33.26
H: 5.82 -20.58 30.76
H: 6.00 -21.84 31.99
C: 3.45 -22.07 28.90
C: 2.46 -21.85 27.72
O: 2.77 -22.77 26.67
S: 3.94 -23.90 27.24
O: 4.85 -24.17 26.18
O: 3.18 -24.95 27.97
O: 4.57 -22.74 28.31
H: 3.09 -22.68 29.72
H: 3.90 -21.19 29.37
H: 2.37 -20.85 27.29
H: 1.45 -22.01 28.10
C: 5.64 -16.88 29.45
C: 4.46 -16.36 28.94
C: 4.44 -15.75 27.70
C: 5.66 -15.36 27.15
C: 6.86 -15.57 27.82
C: 6.83 -16.45 28.89
N: 5.70 -14.65 25.85
O: 4.68 -14.18 25.47
O: 6.80 -14.56 25.24
H: 5.59 -17.63 30.22
H: 3.48 -16.70 29.25
H: 3.54 -15.36 27.26
H: 7.76 -15.08 27.48
H: 7.72 -16.64 29.47
O: -1.41 -18.55 34.93
C: -0.11 -18.64 34.90
O: 0.69 -18.14 33.93
C: 2.01 -18.58 34.00
C: 1.87 -19.70 35.00
C: 0.79 -19.25 35.99
H: 2.77 -17.84 34.28
H: 2.42 -19.10 33.13
H: 2.71 -20.17 35.51
H: 1.46 -20.60 34.54
H: 1.26 -18.59 36.73
H: 0.30 -20.01 36.61
O: 6.17 -20.48 35.85
C: 5.59 -21.45 36.25
O: 5.01 -21.45 37.57
C: 4.13 -22.55 37.75
C: 3.97 -23.25 36.38
C: 5.12 -22.76 35.47
H: 3.11 -22.25 37.99
H: 4.60 -23.33 38.36
H: 3.03 -23.00 35.89
H: 4.03 -24.34 36.40
H: 4.87 -22.47 34.44
H: 5.99 -23.39 35.63
O: 8.68 -22.15 31.40
C: 8.80 -23.36 30.90
O: 7.86 -24.28 30.85
C: 8.11 -25.37 29.99
C: 9.59 -25.29 29.74
C: 10.00 -23.79 30.06
H: 7.51 -25.10 29.12
H: 8.00 -26.38 30.38
H: 9.99 -25.56 28.76
H: 10.08 -25.92 30.48
H: 10.00 -23.26 29.10
H: 10.90 -23.68 30.67
O: 9.36 -19.90 29.69
C: 8.86 -19.98 28.53
O: 8.79 -18.93 27.81
C: 7.83 -19.15 26.75
C: 7.57 -20.62 26.77
C: 8.12 -21.11 28.11
H: 8.47 -19.01 25.88
H: 7.07 -18.38 26.64
H: 8.01 -21.01 25.86
H: 6.51 -20.87 26.73
H: 8.72 -21.98 27.88
H: 7.29 -21.38 28.77

Values from the calculation:
2S+1: 1
Charge: +3

---

# 6
DFT (ωB97M-V/def2-TZVPD) results for a 2-piece molecular cluster, C7H16BN3O2 overall.

Atoms and positions in Å:
B: 1.60 1.51 -0.29
C: -0.56 -0.01 -0.35
C: 0.74 -1.04 1.44
C: 1.36 -2.00 0.39
C: 1.60 -1.13 -0.87
C: 0.86 0.17 -0.53
C: 0.61 -0.03 3.65
C: -3.41 -0.31 -2.37
N: 0.03 -0.07 0.84
N: 0.94 -1.14 2.73
N: -2.80 1.06 -2.47
O: 0.85 2.61 -0.01
O: 2.96 1.54 -0.49
H: -1.99 0.87 -1.99
H: 2.37 -2.41 0.64
H: 0.60 -2.70 0.14
H: 2.65 -0.79 -1.08
H: 1.13 -1.46 -1.77
H: -0.17 -0.36 4.42
H: 0.09 0.83 3.07
H: 1.56 0.22 4.21
H: -4.58 -0.22 -2.44
H: -3.24 -1.04 -3.19
H: -3.08 -0.86 -1.50
H: 1.41 -1.91 3.23
H: -3.52 1.74 -2.08
H: -2.73 1.25 -3.44
H: 1.26 3.36 0.46
H: 3.45 2.34 -0.35

Values from the calculation:
2S+1: 1
Energy above the lowest of the compared OMol25 structures with the same formula, charge and spin, eV: 3.283
Charge: +2

---

# 7
DFT (ωB97M-V/def2-TZVPD) results for one molecule with the formula C5H6N4O.

Atoms and positions in Å:
N: 2.42 -1.55 0.21
N: 2.39 -0.19 0.11
C: 1.35 0.72 0.01
O: 1.59 1.89 -0.33
C: -0.16 0.23 0.04
C: -1.22 1.19 0.15
N: -2.45 0.79 0.35
C: -2.71 -0.46 -0.02
C: -1.70 -1.24 -0.34
N: -0.44 -0.98 -0.23
H: 2.51 -1.93 1.27
H: 1.49 -1.78 -0.21
H: 3.28 0.32 -0.56
H: -0.95 2.14 0.56
H: -3.77 -0.77 0.07
H: -2.12 -2.19 -0.56

Values from the calculation:
2S+1: 1
Energy above the lowest of the compared OMol25 structures with the same formula, charge and spin, eV: 3.549

---

# 8
DFT (ωB97M-V/def2-TZVPD) results for C3HO2Zn as an isolated structure.

Atoms and positions in Å:
C: -0.56 -1.35 1.37
H: -1.09 -2.06 1.98
C: 0.00 -0.52 0.69
O: 1.66 0.80 0.01
C: 0.46 0.62 -0.18
Zn: -0.36 1.84 -2.52
O: -0.09 0.65 -1.35

Values from the calculation:
2S+1: 1
Energy above the lowest of the compared OMol25 structures with the same formula, charge and spin, eV: 1.833
Charge: +1

---

# 9
DFT (ωB97M-V/def2-TZVPD) results for one molecule with the formula C3H5NO2.

Atoms and positions in Å:
C: 1.60 0.56 0.67
O: 0.72 -0.70 0.35
C: -0.43 -0.44 -0.17
N: -1.36 -1.29 -0.53
C: -0.67 1.16 -0.35
O: -1.77 1.35 -0.84
H: 1.17 1.26 1.40
H: 2.44 0.02 1.08
H: 1.88 1.16 -0.21
H: -2.18 -0.79 -0.91
H: -1.38 -2.30 -0.49

Values from the calculation:
2S+1: 1
Energy above the lowest of the compared OMol25 structures with the same formula, charge and spin, eV: 4.099

---

# 10
DFT (ωB97M-V/def2-TZVPD) results for one molecule with the formula C4H7NOS.

Atoms and positions in Å:
C: -1.75 0.07 1.56
C: -0.88 -0.27 0.55
C: -0.44 0.91 -0.19
N: 0.10 0.93 -1.45
S: 0.87 2.32 -2.11
O: -0.34 -1.43 0.18
C: 1.10 -1.62 0.12
H: -1.88 -0.66 2.37
H: -2.19 1.21 1.45
H: -0.84 1.90 0.23
H: 1.45 1.65 -3.01
H: 1.57 -2.61 -0.05
H: 1.53 -0.95 -0.76
H: 1.69 -1.45 1.11

Values from the calculation:
2S+1: 1
Energy above the lowest of the compared OMol25 structures with the same formula, charge and spin, eV: 4.458

---

# 11
DFT (ωB97M-V/def2-TZVPD) results for C46H60AuN6O2P as an isolated structure.

Atoms and positions in Å:
Au: 0.46 0.61 -0.52
O: 4.47 1.69 -0.81
C: 3.27 1.63 -0.78
O: 2.58 0.51 -0.74
C: 2.45 2.89 -0.78
C: 3.08 4.12 -0.88
C: 2.31 5.27 -0.88
C: 0.93 5.15 -0.78
C: 0.37 3.89 -0.68
N: 1.12 2.78 -0.69
H: 4.16 4.13 -0.95
H: 2.78 6.24 -0.95
H: 0.29 6.02 -0.77
H: -0.69 3.76 -0.59
C: -0.81 3.02 -4.66
C: -1.97 3.34 -3.72
C: -3.31 3.30 -4.47
C: -2.04 2.42 -2.53
C: -1.70 1.09 -2.60
C: -1.88 0.21 -1.51
C: -2.28 -1.22 -1.89
C: -3.79 -1.14 -2.24
C: -1.54 -1.83 -3.09
C: -2.14 0.77 -0.21
C: -2.73 2.08 -0.20
C: -2.66 2.85 -1.35
C: -3.69 2.54 0.89
C: -5.11 2.12 0.47
C: -3.69 4.07 1.13
C: -2.19 -0.11 1.04
C: -3.35 -0.85 1.23
C: -3.50 -1.77 2.26
C: -2.46 -1.97 3.16
C: -1.31 -1.22 3.02
C: -1.15 -0.29 1.99
P: 0.45 0.64 2.07
C: 0.21 2.12 3.22
C: -0.55 1.69 4.48
C: 1.55 2.76 3.59
C: -0.62 3.15 2.47
C: 1.95 -0.36 2.65
C: 1.94 -0.69 4.16
C: 2.05 -1.68 1.89
C: 3.20 0.50 2.32
H: -0.73 3.79 -5.43
H: -0.95 2.07 -5.18
H: 0.15 2.99 -4.13
H: -1.83 4.36 -3.35
H: -3.47 2.30 -4.90
H: -3.31 4.02 -5.29
H: -4.15 3.53 -3.81
H: -1.42 0.66 -3.56
H: -2.18 -1.87 -1.03
H: -3.93 -0.56 -3.15
H: -4.39 -0.69 -1.46
H: -4.17 -2.15 -2.42
H: -2.03 -1.54 -4.03
H: -1.57 -2.92 -3.03
H: -0.50 -1.51 -3.15
H: -3.11 3.84 -1.34
H: -3.46 2.01 1.81
H: -5.37 2.56 -0.49
H: -5.83 2.47 1.21
H: -5.21 1.03 0.39
H: -4.34 4.57 0.40
H: -2.71 4.52 1.06
H: -4.10 4.29 2.11
H: -4.18 -0.71 0.54
H: -4.43 -2.33 2.36
H: -2.55 -2.69 3.96
H: -0.51 -1.36 3.74
H: 0.03 1.04 5.13
H: -1.50 1.21 4.26
H: -0.76 2.61 5.04
H: 2.17 2.12 4.22
H: 1.33 3.66 4.17
H: 2.13 3.06 2.71
H: -1.67 2.89 2.52
H: -0.33 3.25 1.43
H: -0.50 4.13 2.95
H: 1.17 -1.42 4.43
H: 1.85 0.19 4.80
H: 2.90 -1.15 4.37
H: 1.17 -2.31 2.02
H: 2.91 -2.23 2.29
H: 2.24 -1.53 0.83
H: 3.54 1.06 3.19
H: 3.04 1.21 1.51
H: 4.01 -0.16 2.01
C: 2.25 -1.63 -2.88
C: 1.38 -2.21 -1.82
N: 0.57 -1.57 -0.97
C: -0.10 -2.54 -0.22
C: 0.32 -3.76 -0.62
N: 1.24 -3.53 -1.62
C: 2.06 -4.57 -2.26
N: 3.26 -4.83 -1.53
N: 4.34 -4.02 -1.72
N: 5.27 -4.38 -0.92
C: 4.81 -5.46 -0.18
C: 5.45 -6.21 0.81
C: 4.74 -7.24 1.38
C: 3.41 -7.53 0.99
C: 2.77 -6.80 0.02
C: 3.51 -5.76 -0.56
H: 2.50 -0.61 -2.64
H: 1.74 -1.66 -3.85
H: 3.18 -2.19 -2.96
H: -0.81 -2.30 0.55
H: 0.06 -4.75 -0.28
H: 2.33 -4.25 -3.26
H: 1.47 -5.48 -2.33
H: 6.48 -5.99 1.10
H: 5.20 -7.85 2.15
H: 2.90 -8.35 1.47
H: 1.76 -7.04 -0.29

Values from the calculation:
2S+1: 3
<S²>: 2.012
Charge: +2

---

# 12
DFT (ωB97M-V/def2-TZVPD) results for C38H31NO2P2PtTe as an isolated structure.

Atoms and positions in Å:
Pt: -0.26 1.54 0.34
Te: 2.01 -3.14 0.10
C: 0.40 -4.40 -0.47
C: 0.50 -5.77 -0.32
C: -0.57 -6.57 -0.72
N: -1.70 -6.09 -1.23
C: -1.78 -4.77 -1.38
C: -0.77 -3.89 -1.02
C: 0.94 -1.43 0.49
P: 0.93 -0.13 -0.62
C: 0.19 -0.61 -2.22
C: 0.90 -1.46 -3.07
C: 0.30 -1.96 -4.21
C: -1.01 -1.60 -4.53
C: -1.71 -0.73 -3.70
C: -1.11 -0.23 -2.55
C: 2.57 0.49 -1.09
C: 3.61 0.35 -0.17
C: 4.87 0.84 -0.46
C: 5.11 1.48 -1.67
C: 4.08 1.62 -2.59
C: 2.81 1.13 -2.30
P: 0.72 -0.92 2.20
C: -0.83 0.10 2.01
C: -1.26 0.81 3.17
C: -2.53 1.31 3.25
C: -3.44 1.16 2.18
C: -3.06 0.50 1.05
C: -1.74 -0.04 0.94
C: -0.05 -2.40 2.97
C: -1.05 -3.14 2.34
C: -1.58 -4.27 2.94
C: -1.11 -4.68 4.18
C: -0.11 -3.96 4.82
C: 0.42 -2.82 4.21
H: 1.38 -6.23 0.11
H: -0.52 -7.64 -0.60
H: -2.70 -4.38 -1.81
H: -0.89 -2.82 -1.16
H: 1.91 -1.75 -2.83
H: 0.84 -2.63 -4.86
H: -1.48 -1.99 -5.42
H: -2.72 -0.43 -3.95
H: -1.65 0.45 -1.91
H: 3.42 -0.15 0.77
H: 5.67 0.73 0.26
H: 6.09 1.86 -1.90
H: 4.26 2.12 -3.54
H: 2.01 1.25 -3.02
H: -0.57 0.92 4.00
H: -2.85 1.82 4.15
H: -4.44 1.56 2.27
H: -3.76 0.35 0.24
H: -1.55 -0.80 0.19
H: -1.41 -2.83 1.37
H: -2.35 -4.84 2.43
H: -1.51 -5.57 4.64
H: 0.26 -4.28 5.78
H: 1.21 -2.26 4.70
C: -2.10 5.27 1.72
C: -1.19 4.37 0.93
O: -1.30 3.16 1.19
C: -0.28 4.93 -0.05
C: -0.28 6.33 -0.25
C: 0.55 6.95 -1.13
C: 1.46 6.16 -1.87
C: 1.49 4.80 -1.71
C: 0.63 4.13 -0.80
O: 0.77 2.84 -0.77
H: -2.68 4.66 2.40
H: -2.78 5.81 1.06
H: -1.53 6.01 2.28
H: -0.98 6.94 0.32
H: 0.52 8.02 -1.26
H: 2.13 6.63 -2.57
H: 2.19 4.18 -2.26

Values from the calculation:
2S+1: 1
Energy above the lowest of the compared OMol25 structures with the same formula, charge and spin, eV: 0.000

---

Quick rundown of maximum force, same order as above: 0.144, 0.028, 0.016, 0.100, 0.137, 0.088, 0.118, 0.161, 0.025, 0.122, 0.018, 0.001 Eh/bohr
Quick rundown of molar mass, same order as above: 112.09, 395.48, 429.60, 238.78, 1037.83, 185.04, 138.13, 134.43, 87.08, 117.17, 956.97, 918.30 g mol⁻¹
Quick rundown of total energy, same order as above: -410.9044, -1600.9893, -1366.0422, -703.2201, -2900.3903, -615.2790, -488.2944, -2044.2426, -322.4237, -684.6432, -2744.3542, -2741.9237 Ha